Computed, not measured: a 2-piece molecular cluster, C6H10N2O2 overall, with ωB97M-V/def2-TZVPD.

Results
Molecular weight, g/mol: 142.16
Energy relative to the best compared isomer or geometry (same formula, charge and spin), kcal per mole: 113.7
E_tot, Eh: -494.46257
Orbital gap, Ha: 0.378

Positions of all 20 atoms, in Å:
N (-2.28, -1.19, -1.04)
C (-0.96, -1.17, -1.15)
C (-0.20, 0.04, -1.58)
N (-0.75, 1.31, -1.16)
C (0.49, 0.86, -0.54)
C (0.46, 0.52, 0.93)
C (1.63, -0.34, 1.45)
O (2.02, 0.69, 2.38)
C (1.02, 1.59, 1.89)
H (0.29, -0.04, -2.55)
H (-0.59, 2.04, -1.85)
H (1.42, 1.34, -0.88)
H (-0.52, 0.15, 1.22)
H (1.35, -1.27, 1.96)
H (2.42, -0.55, 0.72)
H (1.46, 2.47, 1.40)
H (0.33, 1.91, 2.69)
O (-0.64, -2.33, -1.63)
H (-2.65, -0.27, -0.82)
H (-1.99, -2.54, -1.54)



Computed, not measured: one molecule with the formula C6H10N2O2, with ωB97M-V/def2-TZVPD.

Results
Molecular weight, g/mol: 142.16
Energy relative to the best compared isomer or geometry (same formula, charge and spin), kcal per mole: 69.5
E_tot, Eh: -494.53297
Orbital gap, Ha: 0.362

Positions of all 20 atoms, in Å:
H (2.84, -1.71, 0.52)
N (3.26, -0.79, 0.47)
C (2.59, -0.03, -0.35)
O (3.09, 1.18, -0.25)
C (1.07, -0.11, -0.39)
N (0.54, -1.24, -0.23)
C (-0.87, -1.50, -0.44)
C (-1.86, -0.65, 0.36)
C (-1.91, 0.81, -0.09)
C (-0.60, 1.55, 0.13)
O (0.49, 1.07, -0.66)
H (3.81, 0.83, 0.61)
H (-1.08, -1.37, -1.52)
H (-1.05, -2.56, -0.21)
H (-2.85, -1.10, 0.24)
H (-1.60, -0.70, 1.43)
H (-2.18, 0.87, -1.15)
H (-2.68, 1.35, 0.47)
H (-0.70, 2.60, -0.14)
H (-0.30, 1.49, 1.19)



Computed, not measured: one molecule with the formula C6H10N2O2S, with ωB97M-V/def2-TZVPD.

Results
Molecular weight, g/mol: 174.23
Energy relative to the best compared isomer or geometry (same formula, charge and spin), kcal per mole: 109.2
E_tot, Eh: -892.68043
Orbital gap (alpha / beta), Ha: 0.289 / 0.287

Positions of all 21 atoms, in Å:
C (1.61, -0.81, 0.90)
C (-0.17, 0.44, 0.08)
C (1.74, -1.83, -0.24)
C (0.25, -0.18, -1.31)
C (0.48, -1.69, -1.05)
C (-0.90, 2.51, 1.07)
N (0.86, 0.20, 1.00)
N (-0.49, 1.80, -0.02)
O (-1.36, -0.16, 0.49)
O (-3.61, 0.78, 1.08)
S (-2.37, 0.45, 1.71)
H (2.29, -0.94, 1.67)
H (2.47, -1.57, -0.95)
H (1.77, -2.96, -0.05)
H (-0.63, 0.02, -2.02)
H (1.15, 0.28, -1.71)
H (0.40, -2.25, -2.02)
H (-0.34, -2.11, -0.48)
H (-1.81, 3.12, 0.84)
H (-0.10, 2.87, 1.71)
H (-1.25, 2.01, -0.70)



Computed, not measured: one molecule with the formula C6H10N2O3, with ωB97M-V/def2-TZVPD.

Results
Molecular weight, g/mol: 158.16
Energy relative to the best compared isomer or geometry (same formula, charge and spin), kcal per mole: 104.0
E_tot, Eh: -569.74296
Orbital gap, Ha: 0.347

Positions of all 21 atoms, in Å:
C (0.19, 1.74, -0.42)
N (0.03, 0.76, 0.70)
C (1.22, -0.10, 0.80)
C (1.28, -1.20, 0.13)
C (0.04, -1.68, -0.72)
N (-0.92, -0.70, -1.09)
C (-1.98, -0.44, -0.31)
O (-2.79, 0.47, -0.96)
O (-2.82, -1.47, 0.18)
C (-1.17, 0.22, 1.03)
O (-1.41, -0.16, 2.16)
H (-0.38, 2.59, -0.08)
H (1.26, 1.95, -0.74)
H (-0.21, 1.39, -1.39)
H (1.95, 0.48, 1.33)
H (2.18, -1.92, 0.06)
H (0.28, -2.24, -1.62)
H (-0.42, -2.25, 0.21)
H (-1.23, -0.26, -1.99)
H (-3.75, 0.22, -0.98)
H (-2.95, -1.18, 1.14)



Computed, not measured: a 2-piece molecular cluster, C6H10N2O3S overall, with ωB97M-V/def2-TZVPD.

Results
Molecular weight, g/mol: 190.22
Energy relative to the best compared isomer or geometry (same formula, charge and spin), kcal per mole: 43.8
E_tot, Eh: -967.95669
Orbital gap (alpha / beta), Ha: 0.179 / 0.292

Positions of all 22 atoms, in Å:
C (2.83, -0.09, -1.34)
C (3.05, -0.96, 0.73)
C (1.57, -0.65, -0.95)
C (-1.14, 0.29, 1.12)
C (-1.30, 0.42, -0.43)
C (-0.80, -0.81, -1.08)
N (3.71, -0.34, -0.27)
N (1.67, -1.20, 0.27)
O (3.07, 0.49, -2.40)
O (3.35, -1.47, 1.78)
O (0.50, -0.59, -1.68)
S (2.01, 2.17, 0.79)
H (-1.86, -0.43, 1.52)
H (-0.21, -0.04, 1.44)
H (-1.22, 1.29, 1.74)
H (-0.61, 1.15, -0.75)
H (-2.35, 0.80, -0.71)
H (-0.85, -1.68, -0.42)
H (-1.54, -1.11, -1.88)
H (4.67, -0.18, -0.38)
H (0.86, -1.37, 0.88)
H (2.99, 1.45, 1.25)



Computed, not measured: one molecule with the formula C6H10N2O5, with ωB97M-V/def2-TZVPD.

Results
Molecular weight, g/mol: 190.15
Energy relative to the best compared isomer or geometry (same formula, charge and spin), kcal per mole: 57.4
E_tot, Eh: -720.34331
Orbital gap, Ha: 0.375

Positions of all 23 atoms, in Å:
N (-0.44, 1.16, -2.88)
C (-0.11, 2.22, -1.94)
C (-0.15, 1.55, -0.45)
O (-0.63, 2.05, 0.54)
N (0.63, 0.41, -0.49)
C (0.32, -0.67, 0.44)
C (0.63, -0.30, 1.92)
C (1.00, -1.63, 2.56)
O (2.07, -2.18, 2.55)
O (-0.02, -2.28, 3.00)
C (-1.12, -0.89, 0.13)
O (-1.99, -0.52, 0.94)
O (-1.46, -1.39, -1.12)
H (0.00, 1.41, -3.74)
H (-0.09, 0.26, -2.67)
H (-0.91, 3.00, -2.00)
H (0.80, 2.85, -2.17)
H (1.27, 0.11, -1.25)
H (1.03, -1.50, 0.23)
H (-0.19, 0.23, 2.46)
H (1.45, 0.37, 1.96)
H (0.29, -3.17, 3.19)
H (-2.37, -1.05, -1.22)



Computed, not measured: a 2-piece molecular cluster, C6H10N2S overall, with ωB97M-V/def2-TZVPD.

Results
Molecular weight, g/mol: 142.23
Energy relative to the best compared isomer or geometry (same formula, charge and spin), kcal per mole: 46.3
E_tot, Eh: -742.22075
Orbital gap, Ha: 0.357

Positions of all 19 atoms, in Å:
C (1.33, 1.08, 2.59)
C (0.29, 1.25, 1.79)
C (-0.66, 0.20, 1.49)
N (-1.30, 0.19, 0.42)
C (-2.19, -0.88, 0.15)
H (2.06, 1.94, 2.95)
H (1.64, 0.13, 3.10)
H (-0.08, 2.20, 1.40)
H (-0.85, -0.61, 2.37)
H (-2.29, -1.76, 0.81)
H (-3.14, -0.38, 0.16)
H (-1.86, -1.26, -0.76)
C (1.08, 0.58, -2.82)
N (1.13, -0.65, -2.07)
C (0.86, -1.69, -1.64)
S (0.79, -3.17, -1.13)
H (0.84, 1.39, -2.01)
H (2.05, 0.81, -3.28)
H (0.32, 0.62, -3.51)



Computed, not measured: one molecule with the formula C6H10N2S, with ωB97M-V/def2-TZVPD.

Results
Molecular weight, g/mol: 142.23
Energy relative to the best compared isomer or geometry (same formula, charge and spin), kcal per mole: 51.3
E_tot, Eh: -742.21270
Orbital gap, Ha: 0.300

Positions of all 19 atoms, in Å:
H (-1.10, 3.30, 1.22)
N (-1.21, 2.71, 0.46)
N (-0.46, 1.67, 0.43)
C (-0.74, 0.72, -0.62)
C (0.60, 0.33, -1.30)
C (1.53, -0.30, -0.30)
C (0.94, -1.49, 0.41)
C (-0.44, -1.17, 1.13)
C (-1.36, -0.42, 0.18)
S (-2.86, -0.93, -0.25)
H (-1.53, 1.21, -1.36)
H (0.93, 1.12, -1.89)
H (0.29, -0.28, -2.14)
H (1.74, 0.48, 0.46)
H (2.44, -0.39, -0.78)
H (1.69, -1.89, 1.09)
H (0.57, -2.22, -0.25)
H (-0.30, -0.30, 1.96)
H (-0.74, -2.14, 1.53)



Computed, not measured: one molecule with the formula C6H10N2S2, with ωB97M-V/def2-TZVPD.

Results
Molecular weight, g/mol: 174.29
Energy relative to the best compared isomer or geometry (same formula, charge and spin), kcal per mole: 100.7
E_tot, Eh: -1140.35048
Orbital gap, Ha: 0.303

Positions of all 20 atoms, in Å:
C (2.48, 1.57, -3.23)
C (0.53, 1.68, -2.11)
C (-1.58, -1.01, -0.92)
C (1.09, -1.11, 3.26)
C (1.60, 0.90, -2.35)
C (0.70, -1.07, 0.57)
N (3.29, 2.03, -3.90)
N (-0.47, 1.41, -1.26)
S (-0.49, 0.10, 0.15)
S (1.95, -0.81, 1.73)
H (0.49, 2.54, -2.71)
H (-2.57, -0.52, -1.05)
H (-1.79, -1.84, -0.18)
H (-1.20, -1.12, -1.97)
H (1.78, -1.03, 4.18)
H (0.39, -1.97, 3.24)
H (0.37, -0.24, 3.32)
H (1.82, -0.09, -1.98)
H (0.94, -1.91, -0.16)
H (-1.20, 2.03, -1.15)



Computed, not measured: an isolated ion of composition C6H10N3 and charge +1, with ωB97M-V/def2-TZVPD.

Results
Molecular weight, g/mol: 124.17
Energy relative to the best compared isomer or geometry (same formula, charge and spin), kcal per mole: 107.3
Net charge: +1
E_tot, Eh: -398.49535
Orbital gap, Ha: 0.335

Positions of all 19 atoms, in Å:
C (-0.99, 1.67, 1.36)
C (0.24, 0.99, 0.81)
C (0.32, 0.64, -0.67)
C (1.63, 0.61, -1.37)
N (0.02, -0.38, 0.39)
C (-0.11, -1.67, 0.74)
C (-0.66, -2.57, -0.17)
N (-1.16, -1.95, -1.19)
N (-1.42, -1.03, -1.78)
H (-0.87, 2.73, 1.06)
H (-0.99, 1.50, 2.50)
H (-1.87, 1.11, 0.82)
H (1.17, 1.34, 1.42)
H (-0.59, 0.88, -1.19)
H (2.27, 0.52, -0.58)
H (1.75, 1.58, -1.87)
H (1.72, -0.27, -1.95)
H (0.24, -2.14, 1.71)
H (-0.71, -3.56, -0.04)



Computed, not measured: an isolated ion of composition C6H10N3 and charge +1, with ωB97M-V/def2-TZVPD.

Results
Molecular weight, g/mol: 124.17
Energy relative to the best compared isomer or geometry (same formula, charge and spin), kcal per mole: 48.2
Net charge: +1
E_tot, Eh: -398.58946
Orbital gap, Ha: 0.439

Positions of all 19 atoms, in Å:
C (-2.27, 0.10, -1.19)
C (-0.92, 0.37, -0.56)
N (0.04, 0.97, -1.18)
C (1.31, 0.97, -0.27)
C (0.93, 0.41, 1.10)
C (1.61, -0.97, 1.71)
C (0.82, 1.27, 2.26)
N (0.74, 2.10, 3.03)
N (-0.72, 0.07, 0.69)
H (-2.93, -0.05, -0.31)
H (-2.33, -0.84, -1.81)
H (-2.70, 0.96, -1.74)
H (0.13, 1.39, -2.09)
H (1.66, 1.93, -0.39)
H (2.01, 0.25, -0.75)
H (1.07, -1.79, 1.12)
H (1.48, -1.28, 2.74)
H (2.62, -1.13, 1.36)
H (-1.19, -0.46, 1.41)



Computed, not measured: an isolated ion of composition C6H10N3 and charge +1, with ωB97M-V/def2-TZVPD.

Results
Molecular weight, g/mol: 124.17
Energy relative to the best compared isomer or geometry (same formula, charge and spin), kcal per mole: 134.1
Net charge: +1
E_tot, Eh: -398.45263
Orbital gap (alpha / beta), Ha: 0.261 / 0.335

Positions of all 19 atoms, in Å:
C (2.37, 0.51, -0.01)
C (2.19, -0.79, -1.70)
C (-0.17, 0.18, 2.06)
C (-0.05, -1.64, -1.43)
C (0.01, 0.66, 0.69)
C (-1.25, 0.75, -0.26)
N (3.04, 0.08, -1.05)
N (1.11, -0.02, 0.04)
N (0.99, -0.87, -1.01)
H (2.67, 1.34, 0.53)
H (2.47, -1.52, -2.47)
H (-1.05, 0.59, 2.52)
H (0.57, -0.31, 2.61)
H (-0.16, -1.74, -2.53)
H (-0.77, -2.09, -0.85)
H (0.36, 1.65, 0.58)
H (-1.76, 1.72, -0.03)
H (-1.87, -0.23, -0.09)
H (-0.72, 0.78, -1.21)



Here are the calculated max |F| numbers, same order: 5.159; 4.884; 3.461; 4.780; 3.610; 4.068; 4.424; 6.054; 2.690; 3.762; 5.088; 3.123 (eV/A).